Entry 1:
{
  "formula": "C26H46BrN3O6",
  "method": "ωB97M-V/def2-TZVPD",
  "species": ["C", "C", "C", "C", "C", "C", "C", "C", "C", "O", "N", "O", "C", "C", "C", "C", "C", "O", "C", "C", "O", "C", "C", "N", "C", "C", "Br", "N", "C", "C", "C", "C", "O", "H", "H", "H", "H", "H", "H", "H", "H", "H", "H", "H", "H", "H", "H", "H", "H", "H", "H", "H", "H", "H", "H", "H", "H", "H", "H", "H", "H", "H", "H", "H", "H", "H", "H", "H", "H", "H", "H", "H", "H", "H", "C", "C", "O", "H", "H", "H", "H", "H"],
  "positions_angstrom": [[-3.37313, -1.87071, 2.10724], [-3.66198, -1.35749, 0.64803], [-4.93346, -0.42529, 0.51994], [-4.54916, 1.03383, 0.99463], [-3.92665, 1.95334, -0.13978], [-2.82223, 2.88150, 0.51960], [-1.38886, 2.82582, -0.15975], [-0.94492, 1.41734, -0.65151], [-1.00858, 1.17498, -2.10489], [-1.45411, 2.21597, -2.95574], [-2.75880, 1.98647, -3.37175], [-2.95648, 2.55921, -4.37728], [-0.58136, -0.11164, -2.68356], [-0.65182, -0.26143, -4.23739], [0.75802, 0.29148, -4.80601], [1.66855, -0.84754, -5.43292], [2.89733, -1.21998, -4.50345], [3.49670, -2.45351, -4.96480], [3.37066, -3.47781, -4.03401], [4.40822, -3.72063, -2.87392], [2.43475, -4.24372, -4.08053], [-0.09705, -1.14766, -1.75068], [0.33620, -2.52559, -2.35025], [-0.90566, -3.34820, -2.46133], [-0.59496, -4.80469, -2.59020], [-0.05155, -0.82389, -0.31651], [0.64584, -2.23598, 0.83999], [-0.46883, 0.40915, 0.18990], [-0.38239, 0.69726, 1.65368], [1.01068, 1.38489, 1.95521], [1.63815, 0.96935, 3.36143], [1.67806, 2.25355, 4.30694], [2.63828, 3.22533, 3.86145], [-2.61250, -2.70504, 2.01364], [-4.26836, -2.32997, 2.61325], [-2.87282, -1.10247, 2.76851], [-2.77074, -0.77639, 0.28718], [-3.76738, -2.23580, -0.05592], [-5.40517, -0.43851, -0.49568], [-5.70187, -0.80215, 1.26226], [-3.84039, 0.90653, 1.86774], [-5.46552, 1.57487, 1.37655], [-3.59598, 1.40207, -1.05572], [-4.75548, 2.64521, -0.47596], [-3.16886, 3.95428, 0.43129], [-2.70174, 2.71168, 1.62706], [-0.64521, 3.12974, 0.63829], [-1.25626, 3.59029, -0.97549], [-0.82919, -1.30865, -4.58513], [-1.42706, 0.40116, -4.70680], [1.31893, 0.85886, -4.00719], [0.55542, 1.03626, -5.62658], [1.02673, -1.72988, -5.68514], [2.12040, -0.41464, -6.37160], [2.57244, -1.29845, -3.42459], [3.68431, -0.42163, -4.53919], [5.21697, -4.43408, -3.21336], [4.94094, -2.77846, -2.57492], [3.90100, -4.20576, -1.99971], [1.14984, -3.03940, -1.78507], [0.68266, -2.31656, -3.40482], [-1.42795, -3.02322, -3.27697], [-0.85126, -5.10908, -3.64613], [0.46021, -5.06003, -2.31550], [-1.31986, -5.34668, -1.91236], [-1.22680, 1.36220, 1.98803], [-0.46731, -0.23372, 2.27212], [0.87823, 2.49981, 1.99170], [1.76904, 1.10553, 1.17452], [1.08743, 0.12326, 3.85701], [2.71379, 0.66904, 3.21645], [0.63843, 2.69784, 4.31735], [1.92477, 1.87680, 5.33762], [3.48457, 2.76646, 3.71017], [3.96967, 3.29803, 7.27093], [3.72167, 2.51524, 8.57860], [3.81619, 1.20653, 8.30865], [3.22860, 3.04827, 6.50793], [3.89648, 4.38023, 7.45994], [4.96625, 3.10431, 6.86237], [2.74776, 2.89632, 8.96567], [4.43548, 2.94605, 9.31717]],
  "forces_ev_per_angstrom": [[0.766, -0.581, -0.337], [-0.449, -0.022, -0.405], [0.180, 0.145, 1.285], [-0.501, -0.339, -0.466], [-0.523, 0.659, 1.169], [0.054, 0.715, -0.723], [0.863, -0.216, 1.220], [-0.111, -0.091, -2.710], [0.810, -1.796, 2.011], [1.863, -0.986, 1.258], [-1.241, 0.217, -1.611], [-0.071, -0.336, 1.082], [-0.847, 0.764, 1.439], [1.141, 0.811, 0.297], [0.086, -0.221, -0.510], [0.592, 0.909, 0.283], [-0.685, 0.505, 0.057], [0.250, -0.308, 1.256], [-0.466, -1.346, 1.044], [0.661, 0.613, -0.594], [0.582, 0.867, -0.441], [-0.107, 1.842, 0.735], [-1.097, 0.954, -0.958], [1.390, -0.157, 0.590], [-1.406, -0.295, -0.269], [-0.127, -0.362, -2.370], [-0.711, 1.524, -0.668], [-0.523, -0.293, -1.048], [0.751, 0.466, 1.221], [0.375, -0.347, 0.695], [0.103, 1.219, -0.062], [-0.150, -1.533, 0.312], [-0.700, -0.781, -0.327], [-0.774, 0.837, 0.185], [0.802, 0.723, -0.522], [-0.873, -0.658, -0.634], [-0.685, -0.518, 0.211], [0.125, 0.832, 0.841], [0.557, 0.052, 0.792], [0.685, 0.248, -0.963], [-0.703, 0.278, -0.940], [1.012, -0.663, -0.229], [-0.045, 0.279, 1.005], [0.882, -0.864, 0.125], [0.522, -1.100, 0.138], [-0.310, -0.070, -1.191], [-0.735, -0.244, -0.928], [-0.322, -1.171, 0.623], [0.167, 0.888, 0.463], [0.547, -0.863, 0.852], [-0.604, -0.610, -0.740], [0.020, -0.720, 0.939], [0.863, 0.583, 0.200], [-0.571, -0.785, 0.777], [0.308, -0.056, -1.024], [-0.748, -0.633, -0.096], [-0.965, 0.755, 0.110], [-0.582, -0.824, -0.202], [0.312, 0.605, -0.956], [-0.893, 0.490, -0.373], [0.191, -0.155, 1.280], [0.230, -0.230, 0.390], [0.717, -0.086, 1.076], [-1.004, 0.306, -0.423], [0.990, 0.341, -0.674], [0.807, -0.768, -0.749], [0.008, 0.633, -1.061], [0.306, -1.018, -0.344], [-0.963, 0.386, 0.412], [0.499, 0.807, -0.445], [-1.100, 0.009, 0.124], [1.271, -0.066, 0.009], [-0.209, 0.578, -0.774], [-0.449, 0.261, 0.412], [-0.009, 0.959, 0.161], [0.242, 0.008, -1.176], [-0.220, -0.411, 0.539], [0.020, -0.103, 0.123], [0.004, 0.138, -0.132], [-0.033, -0.189, 0.110], [-0.412, -0.191, 0.038], [0.371, -0.201, 0.185]],
  "e_lumo_ev": -2.5,
  "charge": 0,
  "e_homo_ha": -0.1424,
  "total_energy_ha": -4207.5891,
  "gap_ev": 1.40
}


Entry 2:
{
  "formula": "C8H23CoNO6",
  "method": "ωB97M-V/def2-TZVPD",
  "species": ["Co", "O", "C", "C", "O", "H", "H", "H", "H", "C", "O", "C", "C", "N", "C", "C", "O", "C", "H", "H", "H", "H", "H", "H", "H", "H", "H", "H", "H", "H", "H", "H", "H", "O", "H", "H", "O", "H", "H"],
  "positions_angstrom": [[-0.67270, -0.73312, -0.90071], [-1.72848, 0.46738, -3.24200], [-0.98326, 0.55335, -4.41668], [0.36983, -0.27999, -4.35020], [0.97401, -0.73646, -3.21006], [-0.79986, 1.61861, -4.55697], [-1.58577, 0.17419, -5.24211], [1.15397, 0.17852, -4.95267], [0.24840, -1.25359, -4.82502], [-3.35596, -0.97866, 0.99140], [-2.11364, -0.21072, 0.96615], [-2.18675, 0.94145, 1.75940], [-0.80133, 1.63168, 1.91780], [-0.02394, 1.53080, 0.65874], [1.23090, 2.19206, 0.79819], [2.37229, 1.58638, 1.64657], [2.74396, 0.29924, 1.29145], [3.72785, -0.36747, 2.14468], [-4.25074, -0.35857, 0.93726], [-3.47210, -1.63020, 1.85749], [-3.42939, -1.70325, 0.18043], [-2.68082, 0.71813, 2.70498], [-2.74181, 1.70932, 1.22053], [-0.30991, 1.10342, 2.73483], [-0.93529, 2.69749, 2.10280], [-0.55402, 2.12800, 0.04030], [1.09341, 3.20238, 1.18347], [1.62430, 2.25282, -0.21653], [2.05989, 1.54268, 2.68993], [3.21669, 2.26195, 1.50986], [4.53018, 0.33247, 2.37803], [4.09618, -1.31410, 1.74930], [3.33802, -0.40730, 3.16181], [-1.34485, -3.85524, -1.61236], [-1.57892, -4.52223, -0.96695], [-0.75687, -4.30464, -2.21946], [0.84910, -2.03884, 1.18214], [1.60745, -1.50692, 1.42342], [1.06998, -2.92104, 1.48074]],
  "forces_ev_per_angstrom": [[0.015, 0.932, -0.664], [0.827, -0.658, 0.283], [-0.698, -0.935, 3.109], [0.529, 0.380, -0.024], [-1.103, 0.730, 0.754], [0.779, 0.241, -0.599], [0.163, -0.112, -0.654], [0.239, 0.334, -0.452], [-0.658, -0.517, -0.640], [0.112, -0.138, -0.061], [-0.874, -1.758, -0.424], [0.499, 1.484, -0.698], [-0.325, -1.686, -0.327], [-1.289, -0.885, 1.027], [1.847, -0.175, -0.732], [-0.837, 0.147, 0.563], [0.765, -2.375, -0.725], [-0.742, 2.411, 0.526], [0.204, 0.385, -0.073], [0.471, 0.390, 0.619], [0.601, 0.490, -0.473], [0.181, 0.144, 0.183], [-0.825, -0.123, -0.066], [0.506, 0.361, -0.047], [-0.206, 0.001, 0.719], [-0.085, -0.224, -0.732], [0.178, 0.383, 0.133], [0.137, 0.286, -0.077], [0.074, 0.439, 0.429], [0.144, 0.248, 0.280], [0.684, -0.026, -0.812], [-0.400, 0.291, -0.180], [-0.634, -0.912, 0.102], [-0.089, 0.307, 0.127], [-0.088, -0.143, 0.189], [0.189, 0.006, -0.246], [-0.417, -0.061, -0.131], [0.219, 0.633, -0.151], [-0.091, -0.292, -0.054]],
  "e_lumo_ev": [0.2, -0.2],
  "charge": 0,
  "e_homo_ha": [-0.2338, -0.2192],
  "total_energy_ha": -2207.2769,
  "gap_ev": [6.60, 5.78],
  "multiplicity": 4,
  "e_above_lowest_ev": 5.612
}